(1)
A cluster of 2 separate species, C3H12N2 in total at a distorted geometry, computed with wB97M-V/def2-TZVPD.

Calculated values
- SMILES: NCN.CC
- Energy above the lowest of the compared OMol25 structures with the same formula, charge and spin: 103.45 kJ/mol
- Molecular weight: 76.14 g mol⁻¹
- E_LUMO: 1.17 eV

```
! RIJCOSX wB97M-V def2-TZVPD def2/J DEFGRID3
* xyz 0 1
H 4.12100 -0.69836 3.49199
C -2.54433 2.04811 -2.87171
N -1.41508 1.10148 -2.65772
H -2.32512 3.02895 -2.20036
C 4.29614 -1.63206 3.98519
H 4.54437 -1.45026 5.01240
H -1.44810 0.41787 -3.37063
H 3.84435 -3.66883 3.88999
H 2.35887 -2.70963 4.24598
N -3.83987 1.54975 -2.36683
H 5.20377 -1.87900 3.50914
H -3.84094 0.96008 -1.58195
H -2.57103 2.46115 -3.79218
C 3.21694 -2.73891 3.59415
H 2.95471 -2.80696 2.58370
H -4.41026 1.10347 -3.08329
H -1.45952 0.62012 -1.77871
*
```



(2)
A cluster of 2 separate species, C3H12N2 in total at a distorted geometry, computed with wB97M-V/def2-TZVPD.

Calculated values
- Energy above the lowest of the compared OMol25 structures with the same formula, charge and spin: 42.44 kJ/mol
- Molecular weight: 76.14 g mol⁻¹
- E_LUMO (alpha / beta): -2.93 / -8.25 eV

```
! RIJCOSX wB97M-V def2-TZVPD def2/J DEFGRID3
* xyz 1 2
C -0.41077 1.61026 0.05011
H 0.85284 1.21836 1.58574
H 2.74847 0.50857 0.49399
H -0.95861 2.03693 0.90608
C 1.86422 0.78424 -0.07949
H -0.02015 2.43253 -0.59344
H 2.10213 1.79438 -0.43050
H -2.28939 -0.86717 -0.76000
N 0.63662 0.79105 0.68798
H -0.46478 -1.08061 1.02148
H 1.93907 0.18949 -1.02083
H -1.10257 0.95990 -0.48949
C -1.36560 -1.43648 -0.88544
H -0.72862 -0.83480 -1.58879
H -0.03955 -2.49362 0.24035
H -1.59062 -2.33844 -1.49587
N -0.77682 -1.80393 0.35617
*
```



(3)
A cluster of 2 separate species, C3H12N2O in total at a distorted geometry, computed with wB97M-V/def2-TZVPD.

Calculated values
- SMILES: NCCN.CO
- Energy above the lowest of the compared OMol25 structures with the same formula, charge and spin: 131.53 kJ/mol
- Molecular weight: 92.14 g mol⁻¹
- E_LUMO: 0.94 eV

```
! RIJCOSX wB97M-V def2-TZVPD def2/J DEFGRID3
* xyz 0 1
O -0.46675 -1.08845 -1.57747
H -2.23357 -2.16007 -1.62898
N -0.85453 0.13562 1.45321
C 1.57708 0.42367 1.06520
H 2.36582 1.18002 1.25402
N 1.61212 0.02175 -0.33367
H 1.54597 0.80326 -0.96362
H -0.83950 -0.52937 0.66594
H -2.04190 -0.95558 -2.86410
H 1.77201 -0.50769 1.64160
H -1.73168 0.64134 1.33274
C 0.24577 1.09458 1.41768
C -1.87826 -1.14501 -1.78895
H 0.28837 -0.62131 -1.11877
H 0.36718 1.52613 2.37050
H 0.08771 1.97231 0.72256
H 2.52368 -0.43878 -0.47175
H -2.33951 -0.35242 -1.17615
*
```